# 1
90
Properties=species:S:1:pos:R:3:forces:R:3 method="wB97M-V/def2-TZVPD" largest_force_ev_per_a=1.339 total_charge=+1 e_lumo_ev="-2.4 / -3.2" spin_multiplicity=3 relative_energy_kcal_mol=0.00 gap_ev="7.1 / 7.0"
Pt 1.2391 -0.2779 0.1918 0.45 -0.36 0.00
N 2.3423 1.4801 1.1661 -0.03 -0.04 0.05
C 2.8976 2.1991 0.0071 -0.30 0.13 -0.01
C 3.8434 3.3301 0.3546 0.13 0.11 -0.03
C 3.1105 4.5949 0.8085 -0.17 -0.07 0.02
C 2.3969 5.3208 -0.3425 -0.03 -0.13 -0.02
N 1.2808 6.1564 0.1047 0.05 -0.01 -0.06
C 0.0430 5.7481 0.4012 0.07 0.11 -0.01
N -0.4153 4.5545 0.0831 0.73 -0.32 -0.21
N -0.7462 6.6277 1.0465 -0.17 -0.06 0.00
C 3.4085 1.2096 -1.0550 -0.09 0.00 -0.20
O 4.3882 1.4709 -1.7165 0.05 0.01 0.05
O 2.6120 0.1991 -1.2560 -0.20 0.06 0.00
H 1.7421 2.0743 1.7263 -0.04 -0.06 0.02
H 3.0555 1.0981 1.7798 0.08 0.06 -0.06
H 2.0185 2.6055 -0.5018 -0.09 0.08 0.02
H 4.4565 3.5464 -0.5219 0.06 -0.07 0.01
H 4.5189 2.9934 1.1440 0.09 0.06 -0.03
H 3.8128 5.2908 1.2688 0.00 -0.02 0.07
H 2.3754 4.3428 1.5810 -0.03 0.01 -0.01
H 2.0367 4.6344 -1.1112 -0.02 -0.06 0.07
H 3.0923 5.9926 -0.8431 0.00 -0.05 -0.07
H 1.5022 7.1095 0.3373 0.01 -0.01 0.06
H 0.0035 3.8239 -0.6355 -0.67 0.96 0.64
H -1.3758 4.3494 0.3078 0.01 -0.01 0.07
H -0.4127 7.5348 1.3163 0.02 -0.02 0.05
H -1.6947 6.3925 1.2768 0.00 0.04 -0.04
C 2.1339 -7.0185 -0.7533 0.00 0.00 0.00
C 1.2867 -5.8576 -0.3140 0.00 0.02 -0.03
C 0.6939 -5.8313 0.9378 0.00 0.02 0.02
C -0.0720 -4.7511 1.3661 0.04 -0.01 0.01
C -0.6520 -4.8089 2.7608 0.00 0.00 -0.01
C -0.2619 -3.6585 0.5049 -0.04 -0.04 0.04
As -1.3418 -2.2176 1.2854 -0.02 -0.04 -0.04
N 0.1584 -1.0714 1.5729 -0.21 0.23 -0.01
C 0.5591 -0.9941 2.9203 -0.01 -0.01 0.00
C 1.9195 -1.0864 3.2413 -0.02 -0.04 0.01
C 2.3413 -0.9882 4.5570 0.00 -0.01 0.00
C 1.4205 -0.7947 5.5784 0.00 0.00 0.00
C 0.0692 -0.7208 5.2708 -0.01 0.00 0.00
C -0.3643 -0.8280 3.9588 0.01 0.02 0.00
C -2.3031 -1.3827 -0.2080 0.03 0.03 0.02
C -2.5233 -0.0002 -0.2562 0.04 0.04 0.04
C -1.9948 0.9712 0.7713 0.02 -0.01 0.02
C -3.3227 0.5251 -1.2699 0.03 0.02 -0.08
C -3.9363 -0.2740 -2.2204 0.03 0.00 0.01
C -4.8042 0.3111 -3.3002 -0.01 -0.02 0.00
C -3.7812 -1.6489 -2.0985 -0.01 -0.01 0.00
C -3.0056 -2.2175 -1.0966 -0.02 -0.03 0.00
C -3.0091 -3.7228 -0.9812 -0.01 0.01 0.01
C 0.3360 -3.6640 -0.7650 0.05 0.05 -0.06
C 0.1910 -2.5559 -1.7755 -0.01 0.04 0.09
C 1.0986 -4.7609 -1.1454 0.01 -0.04 0.00
H 1.9754 -7.8872 -0.1162 0.00 0.00 0.00
H 3.1935 -6.7593 -0.7088 0.00 0.00 0.00
H 1.9099 -7.3017 -1.7819 0.00 0.00 0.00
H 0.8356 -6.6709 1.6091 0.00 0.00 0.00
H -0.3194 -5.7151 3.2643 0.00 0.00 0.00
H -1.7433 -4.8123 2.7487 0.00 0.01 0.00
H -0.3399 -3.9575 3.3687 0.01 0.00 0.01
H 2.6258 -1.2958 2.4468 0.01 0.03 -0.01
H 3.3946 -1.0856 4.7871 0.00 0.00 0.00
H 1.7514 -0.7199 6.6053 0.00 0.00 0.00
H -0.6592 -0.5843 6.0596 0.00 0.01 0.00
H -1.4218 -0.7764 3.7360 0.00 0.00 -0.01
H -1.9829 0.5471 1.7761 0.00 -0.02 -0.01
H -2.6408 1.8511 0.7952 0.02 0.01 -0.01
H -0.9741 1.2836 0.5376 -0.07 0.02 -0.01
H -3.4935 1.5973 -1.2916 0.00 0.02 0.02
H -4.7204 1.3975 -3.3337 -0.01 0.02 0.00
H -5.8542 0.0663 -3.1308 0.00 0.00 0.00
H -4.5352 -0.0843 -4.2806 0.00 0.00 -0.01
H -4.3095 -2.3050 -2.7825 0.00 0.00 0.00
H -3.8817 -4.1265 -1.4926 0.00 0.00 0.00
H -3.0588 -4.0534 0.0586 0.00 0.01 0.00
H -2.1217 -4.1809 -1.4179 0.00 0.00 0.00
H 0.1541 -1.5678 -1.2959 -0.05 0.01 -0.05
H -0.7360 -2.6398 -2.3478 0.05 -0.04 -0.04
H 1.0362 -2.5550 -2.4623 -0.02 -0.01 -0.01
H 1.5626 -4.7562 -2.1262 0.00 0.00 0.00
C -0.0441 1.0402 -3.5644 -0.05 -0.05 0.01
S -0.0672 2.7587 -3.1018 0.14 -0.05 0.37
C -1.6621 3.1950 -3.7730 -0.04 -0.03 -0.01
O -0.2629 2.7498 -1.5850 0.15 -0.42 -0.70
H 0.1839 0.9839 -4.6290 0.00 -0.04 0.01
H -1.0111 0.5894 -3.3379 0.02 -0.02 0.06
H 0.7491 0.5726 -2.9807 0.08 0.00 -0.01
H -1.6427 3.0202 -4.8483 -0.02 0.01 -0.01
H -1.8394 4.2502 -3.5756 0.02 0.00 0.00
H -2.4176 2.5769 -3.2882 0.00 -0.02 -0.02

# 2
16
Properties=species:S:1:pos:R:3:forces:R:3 method="wB97M-V/def2-TZVPD" largest_force_ev_per_a=4.891 e_lumo_ev=0.7 relative_energy_kcal_mol=50.40 gap_ev=10.1
C -1.3411 0.0624 0.9526 0.51 1.13 -0.38
C -0.0681 0.1840 -0.0257 -0.09 -4.48 0.95
C 1.2181 -0.2979 0.7097 0.31 -2.38 0.23
S 1.5618 0.7484 2.2881 -0.18 -1.04 -1.14
N -0.0360 -0.4041 -1.4517 -0.32 -1.53 3.45
C -0.8045 0.1185 -2.4367 1.26 2.94 -0.55
O -0.9266 1.3655 -2.5383 -0.78 -3.45 -0.04
H -2.3183 0.3140 0.4868 0.82 -0.05 0.16
H -1.4912 -0.7542 1.6527 0.39 -1.18 -0.88
H -1.1186 0.7920 1.7563 -0.25 0.46 -0.77
H 0.1193 1.1366 -0.1802 0.24 4.83 -0.74
H 2.1040 -0.1815 0.0471 -0.69 0.08 0.44
H 1.1156 -1.5029 0.8968 0.32 2.97 0.07
H 2.8960 0.5163 2.4319 -0.58 -0.09 -0.33
H 0.1549 -1.4213 -1.4108 -0.65 0.93 -0.47
H -1.0652 -0.6758 -3.1784 -0.32 0.87 0.00

# 3
96
Properties=species:S:1:pos:R:3:forces:R:3 method="wB97M-V/def2-TZVPD" largest_force_ev_per_a=2.594 total_charge=+1 e_lumo_ev="-1.7 / -4.7" spin_multiplicity=3 relative_energy_kcal_mol=4.05 gap_ev="9.1 / 6.2"
Au -0.5953 -1.1307 -1.3101 -0.28 -0.66 0.01
C 1.2919 -1.5246 -0.5500 0.16 0.71 -1.25
Si 1.4989 -2.3742 1.0266 0.81 1.01 0.15
C 0.4878 -1.5136 2.4831 -0.27 -0.84 0.22
N -0.8879 -1.7450 2.5868 0.46 -0.23 0.69
C -1.8649 -0.7802 2.1407 0.01 -1.48 -0.15
C -3.2808 -1.3220 2.2828 -0.52 1.17 0.32
C -3.5129 -2.8115 1.9960 -1.49 0.44 -0.58
C -2.3613 -3.6642 2.4781 0.48 -0.38 0.48
C -1.4076 -2.8600 3.3718 -0.75 0.45 -0.88
C 3.2682 -1.9690 1.5307 -0.60 1.48 0.00
C 4.2427 -2.8853 1.8650 -0.25 -0.40 -0.28
C 5.5373 -2.4861 2.1444 1.49 -0.78 0.03
C 5.9233 -1.1500 2.1102 -0.06 -0.47 0.16
C 4.9341 -0.2135 1.7830 1.01 1.70 -0.04
C 3.6285 -0.5898 1.4753 0.97 -1.06 0.41
C 1.1369 -4.1326 0.9497 -0.31 -0.89 -0.37
C 0.5390 -4.6746 -0.1776 -0.49 -0.09 -1.17
C 0.4997 -6.0516 -0.3640 -0.18 1.27 -0.63
C 1.0600 -6.8820 0.5556 0.66 -1.01 0.16
C 1.6233 -6.4021 1.7405 -1.09 0.75 -0.77
C 1.6355 -5.0207 1.8970 0.34 -0.06 1.25
H 1.7798 -2.1794 -1.3197 -0.28 0.47 0.46
H 1.9079 -0.6012 -0.5056 -0.46 -0.54 -0.12
H 0.7319 -0.4780 2.3766 0.03 0.82 -0.08
H 1.0036 -1.9708 3.3246 0.06 0.07 0.25
H -1.5482 -0.4238 1.1812 -0.08 0.11 -0.90
H -1.7885 0.0459 2.7902 0.28 1.41 0.88
H -3.8796 -0.5990 1.6551 0.13 -1.08 0.75
H -3.5402 -1.1551 3.3553 -0.13 0.09 -0.79
H -3.6745 -2.9331 0.9195 0.13 -0.14 0.11
H -4.4961 -3.0803 2.4694 0.98 0.10 -0.33
H -1.8096 -4.1204 1.6564 0.29 0.44 -0.20
H -2.6265 -4.5492 3.0414 -0.61 -0.06 0.34
H -0.6316 -3.4785 3.7119 1.35 -0.70 0.27
H -1.8842 -2.4550 4.2740 -0.20 0.03 -0.24
H 3.9628 -3.9318 1.7882 0.40 -0.01 0.29
H 6.3233 -3.2578 2.3148 -0.78 0.63 -0.01
H 6.9968 -0.9156 2.3209 -1.27 0.13 -0.26
H 5.2641 0.8737 1.7340 -0.74 -1.44 -0.02
H 2.9514 0.1729 1.1362 -0.31 0.20 0.01
H 0.1300 -4.0947 -1.0331 0.36 0.06 0.92
H 0.0905 -6.3920 -1.3023 -0.04 -0.41 0.03
H 1.1424 -7.9121 0.2455 -0.14 -0.38 0.53
H 1.8949 -7.0850 2.5140 0.58 -0.18 0.32
H 2.0587 -4.5648 2.8011 -0.04 -0.45 -0.16
C -5.0225 0.8605 -1.0767 -0.32 0.72 0.42
N -4.1369 1.0947 -2.1945 -0.91 0.33 0.55
C -4.2789 2.2569 -3.0421 1.48 1.72 1.25
C -3.0699 2.1994 -3.9738 -1.78 -0.96 -0.80
N -2.6714 0.8119 -3.7708 0.96 0.16 -0.81
C -3.2217 0.2973 -2.6767 0.56 -1.34 -0.67
S -2.8808 -1.3313 -2.2209 0.06 0.11 0.71
H -4.9853 1.7382 -0.3846 -0.07 -0.53 -0.61
H -4.6456 0.0113 -0.5319 -0.05 -0.42 0.09
H -6.0773 0.6970 -1.3837 0.68 0.05 0.05
H -4.2401 3.1777 -2.4251 -0.17 -0.42 -0.25
H -5.1597 2.2705 -3.5880 -1.99 -0.29 -0.84
H -2.3363 2.8462 -3.5984 1.33 1.09 -0.03
H -3.4098 2.3936 -5.0285 0.81 -0.07 1.02
H -1.7106 0.5452 -3.9821 -0.46 -0.11 0.13
O -0.4818 0.8150 -2.0523 -0.60 -1.22 -1.20
Si 0.2791 1.9760 -1.3128 -0.47 1.97 0.81
C -0.3986 2.1646 0.4330 -0.34 0.02 -0.33
C -1.7497 2.5657 0.4974 0.01 0.34 -0.10
C -2.2495 3.1039 1.6692 -1.41 0.10 0.22
C -1.5389 3.0435 2.8439 0.59 0.06 0.03
C -0.2212 2.6181 2.7863 0.22 -0.01 1.58
C 0.3534 2.2011 1.6137 -0.45 0.03 -0.82
C 2.0712 1.9712 -1.3865 1.45 -1.43 -1.03
C 2.8682 2.8590 -0.6639 -1.42 0.22 1.08
C 4.2179 2.7408 -0.7209 1.81 0.09 0.14
C 4.7888 1.8203 -1.6044 2.35 0.52 0.82
C 4.0651 0.9842 -2.3889 -0.20 -0.54 -1.01
C 2.6717 1.0502 -2.2881 0.85 1.04 1.22
C -0.0765 3.5947 -2.2227 -1.26 -1.04 1.10
C 0.3493 3.7089 -3.5194 0.61 -0.51 -1.71
C 0.0810 4.8426 -4.2693 -0.11 -0.50 1.06
C -0.6227 5.8612 -3.6663 -0.31 1.50 -1.17
C -1.0804 5.7812 -2.3808 -0.56 -0.59 1.10
C -0.8813 4.5842 -1.6729 0.63 1.08 0.06
H -2.4297 2.6089 -0.3756 0.79 -0.22 0.29
H -3.2187 3.6229 1.7022 0.22 -0.58 -0.20
H -1.9821 3.3518 3.7772 0.04 0.25 0.08
H 0.3858 2.6664 3.6966 -0.20 -0.16 -0.26
H 1.3931 1.9336 1.6098 0.40 -0.04 -0.11
H 2.3770 3.5647 0.0480 0.53 -0.47 -0.70
H 4.8875 3.3144 -0.0620 -0.45 -0.09 -0.45
H 5.9024 1.7074 -1.6648 -1.09 0.38 0.24
H 4.6759 0.3347 -3.0603 -1.16 0.30 0.46
H 2.0736 0.3740 -2.8292 -0.79 -0.68 -0.63
H 0.8429 2.8581 -4.0297 0.01 0.58 0.50
H 0.4352 4.9276 -5.2582 0.23 0.10 -1.04
H -0.8692 6.7683 -4.2379 0.32 -0.39 0.22
H -1.6018 6.6362 -1.9444 0.04 -0.38 -0.06
H -1.2259 4.4437 -0.6531 -0.04 0.46 -0.24

# 4
19
Properties=species:S:1:pos:R:3:forces:R:3 method="wB97M-V/def2-TZVPD" largest_force_ev_per_a=2.749 e_lumo_ev=0.5 relative_energy_kcal_mol=50.49 gap_ev=10.1
C -0.2796 -2.1233 -0.5400 -0.05 0.16 -0.08
O -0.4753 -0.9846 -1.3439 -0.14 -0.15 -0.21
C -0.8841 0.1827 -0.6671 1.60 0.20 1.94
C -2.2244 0.0726 0.0487 0.18 -0.04 -0.53
O -0.8714 1.2188 -1.5298 1.51 1.20 -0.76
H -1.2278 -2.5493 -0.1956 0.06 -0.03 0.02
H 0.3443 -1.8941 0.3347 -0.01 0.00 0.03
H 0.2381 -2.8504 -1.1635 -0.04 -0.05 0.09
H -0.0259 0.4149 0.1304 -1.62 -0.80 -0.76
H -2.2012 -0.6663 0.8438 0.02 -0.03 0.11
H -2.9853 -0.2131 -0.6768 -0.08 -0.02 -0.03
H -2.4844 1.0481 0.4500 0.02 0.02 0.11
H 0.0962 1.5979 -1.5727 -2.21 -0.81 0.01
C 2.3217 0.9048 1.3826 -0.36 -0.49 0.54
C 1.6594 1.4526 0.2124 1.23 1.79 -1.68
N 1.5286 2.0927 -0.7521 -0.06 -0.92 1.25
H 1.6773 1.0186 2.2547 0.09 -0.11 0.03
H 2.5337 -0.1527 1.2247 -0.05 0.02 0.07
H 3.2603 1.4301 1.5595 -0.11 0.06 -0.14